No. 1
{"formula": "C37H51BrIrN2P2S", "method": "wB97M-V/def2-TZVPD", "symbols": ["N", "C", "C", "C", "C", "C", "C", "Ir", "P", "C", "C", "C", "C", "C", "C", "C", "Br", "H", "H", "H", "H", "H", "H", "H", "H", "H", "H", "P", "C", "C", "H", "H", "H", "H", "H", "C", "C", "H", "H", "H", "H", "H", "C", "C", "H", "H", "H", "H", "H", "C", "C", "H", "H", "H", "H", "H", "C", "C", "H", "H", "H", "H", "H", "C", "C", "H", "H", "H", "H", "H", "N", "S", "C", "C", "C", "C", "C", "C", "C", "C", "C", "C", "C", "C", "H", "H", "H", "H", "H", "H", "H", "H", "H", "H", "H"], "coordinates": [[-5.879, -1.752, 4.354], [-4.919, -0.964, 4.844], [-4.322, 0.042, 4.082], [-4.750, 0.237, 2.748], [-5.715, -0.658, 2.229], [-6.242, -1.648, 3.078], [-4.096, 1.204, 1.886], [0.880, 0.875, -1.203], [3.259, 0.571, -2.001], [-4.361, 1.351, 0.549], [-3.376, 1.957, -0.296], [-3.212, 1.613, -1.676], [-1.916, 1.489, -2.159], [-0.914, 1.716, -1.174], [-1.106, 2.696, -0.168], [-2.386, 2.775, 0.327], [1.574, 2.844, -2.611], [-3.298, 1.790, 2.349], [-5.227, 0.905, 0.070], [-3.529, 0.655, 4.517], [-6.036, -0.624, 1.187], [-4.617, -1.120, 5.882], [-6.985, -2.353, 2.678], [-4.065, 1.396, -2.325], [-2.598, 3.357, 1.237], [-1.625, 1.219, -3.186], [-0.279, 3.335, 0.145], [0.072, -1.325, -1.184], [4.271, 2.010, -1.362], [5.004, 2.804, -2.435], [4.953, 1.675, -0.570], [3.543, 2.670, -0.876], [5.311, 3.777, -2.024], [5.916, 2.301, -2.785], [4.361, 3.024, -3.298], [3.123, 0.365, -3.842], [4.420, 0.275, -4.629], [2.520, 1.206, -4.220], [2.511, -0.534, -3.989], [4.185, 0.234, -5.701], [5.065, 1.149, -4.467], [4.971, -0.639, -4.390], [4.202, -0.871, -1.391], [5.713, -0.771, -1.563], [3.810, -1.779, -1.873], [3.937, -0.924, -0.325], [6.182, -1.707, -1.234], [6.008, -0.621, -2.610], [6.142, 0.035, -0.954], [0.704, -2.627, -0.019], [2.076, -3.233, -0.296], [-0.037, -3.442, -0.024], [0.666, -2.184, 0.990], [2.136, -4.245, 0.131], [2.288, -3.325, -1.368], [2.870, -2.647, 0.179], [0.313, -2.122, -2.832], [-0.845, -1.942, -3.806], [0.505, -3.193, -2.675], [1.239, -1.699, -3.241], [-0.534, -2.261, -4.810], [-1.708, -2.563, -3.534], [-1.174, -0.896, -3.869], [-1.749, -1.509, -0.843], [-2.195, -1.714, 0.603], [-2.131, -2.325, -1.472], [-2.224, -0.595, -1.213], [-3.287, -1.845, 0.640], [-1.746, -2.600, 1.069], [-1.954, -0.831, 1.213], [1.276, 0.769, 0.746], [0.288, 0.778, 2.112], [0.670, -0.733, 3.019], [-0.409, -1.471, 3.550], [-0.177, -2.697, 4.175], [1.126, -3.180, 4.306], [2.204, -2.416, 3.846], [1.980, -1.181, 3.222], [1.071, 1.968, 3.204], [1.578, 3.167, 2.678], [2.161, 4.116, 3.528], [2.232, 3.887, 4.901], [1.711, 2.704, 5.437], [1.124, 1.756, 4.592], [2.241, 0.714, 1.073], [-1.420, -1.080, 3.439], [-1.026, -3.278, 4.541], [1.303, -4.155, 4.764], [3.222, -2.787, 3.965], [2.824, -0.573, 2.896], [1.527, 3.348, 1.608], [2.564, 5.042, 3.103], [2.692, 4.631, 5.567], [1.763, 2.515, 6.516], [0.728, 0.831, 5.012]], "mulliken_spin": [0.839, -0.005, 0.126, 0.024, 0.143, -0.002, 0.167, 1.484, 0.332, -0.022, 0.146, 0.045, 0.080, 0.322, 0.029, 0.138, 0.203, 0.024, 0.005, 0.011, 0.014, 0.022, 0.026, 0.005, 0.004, 0.009, 0.006, 0.155, 0.051, 0.013, 0.001, 0.001, 0.003, -0.002, 0.003, 0.028, 0.015, 0.002, -0.013, 0.004, -0.001, 0.000, 0.031, 0.039, 0.001, 0.006, 0.010, -0.001, -0.003, 0.025, 0.008, 0.005, -0.010, 0.000, 0.002, -0.001, 0.023, 0.013, 0.004, 0.001, 0.004, 0.001, -0.003, 0.017, -0.013, 0.003, 0.006, 0.004, -0.001, 0.005, 0.331, 0.016, 0.026, -0.013, 0.000, 0.002, -0.001, 0.004, 0.005, 0.010, -0.001, 0.002, 0.001, 0.000, 0.001, 0.008, 0.000, 0.000, 0.000, 0.000, -0.005, 0.000, 0.000, 0.000, 0.000], "molar_mass_da": 890.0, "multiplicity": 6, "total_charge": 4, "gap_ev": [6.110, 4.275], "de_lowest_ev": 0.000, "max_force_ev_per_a": 4.14}



No. 2
{"formula": "C15H37BClFNO9", "method": "wB97M-V/def2-TZVPD", "symbols": ["C", "C", "C", "Cl", "N", "C", "C", "F", "C", "C", "C", "O", "B", "C", "O", "C", "O", "O", "H", "H", "H", "H", "H", "H", "H", "H", "H", "H", "H", "H", "H", "H", "H", "H", "H", "C", "O", "H", "H", "H", "H", "C", "O", "H", "H", "H", "H", "C", "O", "H", "H", "H", "H", "C", "O", "H", "H", "H", "H", "C", "O", "H", "H", "H", "H"], "coordinates": [[-3.782, -2.949, 2.049], [-2.897, -1.961, 1.300], [-3.565, -1.615, -0.055], [-3.028, -3.012, -1.204], [-3.224, -0.396, -0.640], [-1.845, -0.080, -0.732], [-1.302, 0.974, 0.241], [-1.412, 0.181, -2.018], [-4.256, 0.647, -0.752], [-5.500, 0.072, -1.551], [-6.676, -0.320, -0.685], [-7.733, 0.280, -0.734], [-4.850, 1.203, 0.621], [-5.774, 2.488, 0.706], [-4.572, 0.576, 1.855], [-3.819, 1.916, -1.562], [-3.862, 1.878, -2.812], [-3.401, 2.882, -0.885], [-4.707, -2.484, 2.389], [-3.277, -3.439, 2.878], [-4.075, -3.749, 1.366], [-1.959, -2.469, 1.081], [-2.649, -1.070, 1.866], [-4.626, -1.785, 0.068], [-1.295, -0.986, -0.481], [-1.931, 1.079, 1.120], [-0.328, 0.642, 0.594], [-1.118, 1.911, -0.265], [-5.138, -0.804, -2.093], [-5.890, 0.806, -2.244], [-6.623, -1.163, 0.044], [-5.250, 3.295, 1.206], [-6.688, 2.199, 1.238], [-6.051, 2.813, -0.295], [-5.327, 0.081, 2.178], [2.093, 3.414, 0.966], [1.319, 2.447, 0.276], [1.735, 3.474, 1.992], [3.147, 3.121, 0.970], [1.985, 4.395, 0.491], [1.649, 2.410, -0.629], [5.879, 1.086, 0.685], [4.626, 1.271, 0.030], [6.151, 2.020, 1.170], [5.797, 0.297, 1.434], [6.649, 0.822, -0.047], [4.398, 0.440, -0.393], [4.625, -2.777, 1.788], [5.918, -2.194, 1.652], [3.927, -2.206, 1.179], [4.636, -3.814, 1.442], [4.296, -2.745, 2.829], [6.522, -2.711, 2.193], [8.235, -3.347, -0.218], [7.986, -4.093, 0.975], [7.517, -2.535, -0.267], [9.248, -2.937, -0.198], [8.114, -3.992, -1.093], [8.627, -4.806, 1.006], [2.175, 2.826, -3.915], [1.945, 2.067, -2.734], [1.444, 3.629, -3.944], [3.182, 3.255, -3.907], [2.052, 2.198, -4.801], [2.590, 1.357, -2.714]], "mulliken_charge": [-1.381, -0.271, -0.090, -0.231, 0.432, -0.281, -1.230, -0.474, 0.921, -1.154, 0.071, -0.540, 0.615, -1.019, -0.668, -0.030, -0.789, -0.721, 0.277, 0.422, 0.301, 0.466, 0.236, 0.082, 0.734, 0.202, 0.350, 0.431, 0.361, 0.494, 0.329, 0.291, 0.311, 0.303, 0.275, -0.507, -0.254, 0.248, 0.038, 0.273, 0.219, -0.547, -0.410, 0.260, 0.201, 0.239, 0.236, -0.580, -0.415, 0.205, 0.269, 0.287, 0.231, -0.428, -0.507, 0.143, 0.266, 0.261, 0.284, -0.600, -0.430, 0.237, 0.270, 0.256, 0.230], "molar_mass_da": 440.7, "total_charge": -1, "gap_ev": 6.164, "max_force_ev_per_a": 2.27}